Entry from OMol25: a gas-phase ion, C5H7N2O2 (charge -1) in a non-equilibrium geometry (ωB97M-V with the def2-TZVPD basis set).

Properties
2S+1: 1
Net charge: -1
SMILES: Cc1c([O-])[nH]n(C)c1=O
E: -454.72141 a.u.
Frontier orbital gap: 6.9 eV
HOMO level: -0.1098 Ha
LUMO energy: 0.1432 Ha

Each line ends with the natural charge from an NBO analysis.
CARTESIAN COORDINATES (ANGSTROEM)
C  -1.81206  -1.91683  -0.04787  -0.6337
C  -0.91607  -0.70318  0.00361  -0.3856
C  -1.29141  0.65663  0.18425  0.5864
O  -2.37606  1.19972  0.41628  -0.7462
N  -0.11416  1.44677  0.01320  -0.4641
N  0.91910  0.60574  0.19784  -0.3142
C  2.24386  1.14314  -0.11758  -0.4206
C  0.49529  -0.72844  0.06601  0.5879
O  1.31232  -1.67469  -0.06240  -0.7608
H  -1.94847  -2.19936  -1.13484  0.1737
H  -2.76714  -1.70386  0.20570  0.2162
H  -1.11139  -2.62368  0.35509  0.2336
H  -0.14942  2.31938  0.73243  0.3392
H  2.73451  1.37244  0.80650  0.1890
H  2.77218  0.67114  -0.98850  0.2107
H  2.00893  2.13507  -0.62972  0.1884